No. 1
Molecular formula: C24H42HoNP3Se
Method: DFT, ωB97M-V/def2-TZVPD

XYZ file:
```
72
Properties=species:S:1:pos:R:3:lowdin_charge:R:1
Ho -0.078 1.151 1.363 1.25
P 0.399 -1.616 -1.075 0.76
P 2.100 1.452 -0.574 0.68
P -2.404 -0.155 0.648 0.67
H -0.687 5.299 1.170 0.09
C -1.131 4.622 1.942 0.13
C -0.689 3.310 2.090 -0.25
H 0.414 3.222 1.805 0.02
C -0.175 -1.464 -2.840 -0.27
C 2.132 -2.187 -1.228 -0.26
C -0.443 -3.141 -0.468 -0.25
C 1.992 3.305 -0.460 -0.27
C 3.845 1.205 -0.162 -0.26
C 2.326 1.317 -2.392 -0.27
C -3.446 1.342 1.008 -0.26
C -3.241 -1.373 1.722 -0.24
C -3.230 -0.655 -0.901 -0.26
H -1.788 5.220 2.607 0.12
H -1.130 2.715 2.941 0.08
H 0.019 -2.385 -3.403 0.06
H 0.361 -0.645 -3.330 0.02
H -1.255 -1.259 -2.853 0.02
H 2.304 -2.708 -2.170 0.07
H 2.427 -2.865 -0.418 0.04
H 2.773 -1.302 -1.213 -0.01
H -0.490 -3.917 -1.241 0.07
H -1.469 -2.881 -0.166 0.00
H 0.095 -3.556 0.400 0.02
H 2.990 3.682 -0.737 0.07
H 1.759 3.646 0.562 0.02
H 1.216 3.675 -1.154 0.03
H 4.462 1.761 -0.879 0.07
H 4.103 0.145 -0.215 0.04
H 4.046 1.564 0.849 0.06
H 3.284 1.803 -2.627 0.07
H 1.517 1.817 -2.939 -0.01
H 2.367 0.273 -2.717 0.04
H -4.474 0.961 1.049 0.07
H -3.332 2.082 0.203 0.04
H -3.158 1.798 1.967 0.03
H -4.323 -1.200 1.651 0.07
H -2.912 -1.257 2.761 0.05
H -3.006 -2.390 1.388 0.05
H -4.314 -0.589 -0.729 0.08
H -2.988 -1.689 -1.157 0.05
H -2.965 -0.013 -1.750 0.00
C -2.079 3.668 -2.302 -0.53
C -1.838 4.762 -1.453 -0.14
C -2.719 5.827 -1.525 -0.08
C -3.785 5.824 -2.435 -0.04
C -3.962 4.767 -3.359 -0.03
C -3.117 3.646 -3.268 -0.11
Se -1.031 2.012 -2.220 0.93
H -1.219 2.245 -0.725 -0.17
H -1.065 4.835 -0.686 0.06
H -2.576 6.687 -0.872 0.12
H -4.468 6.678 -2.374 0.12
H -4.728 4.754 -4.137 0.13
H -3.197 2.747 -3.915 0.11
N 0.999 -0.692 2.083 0.01
C 1.416 -1.800 2.149 -0.09
C 1.924 -3.063 2.493 -0.24
C 3.311 -3.320 2.367 0.00
C 3.808 -4.595 2.631 -0.02
C 2.960 -5.619 3.053 0.01
C 1.590 -5.375 3.132 -0.02
C 1.068 -4.119 2.874 -0.01
H 3.981 -2.506 2.085 0.13
H 4.872 -4.791 2.485 0.13
H 3.352 -6.608 3.260 0.13
H 0.898 -6.175 3.367 0.13
H 0.012 -3.918 2.974 0.12
```

Properties
largest force on an atom = 0.0784 Eh/bohr
HOMO (spin up / spin down) = -0.5918 / -0.5918 Eh
charge = +3
orbital gap (spin up / spin down) = 5.886 / 5.916 eV
total energy = -146042.0172 eV
LUMO (spin up / spin down) = -0.37550 / -0.37443 Eh
2S+1 = 5

No. 2
Molecular formula: C4H8N2O
Method: DFT, ωB97M-V/def2-TZVPD

XYZ file:
```
15
Properties=species:S:1:pos:R:3:nbo_charge:R:1
C 1.525 -0.943 1.374 -0.42
N 0.451 0.023 0.981 -0.62
C -0.292 -0.094 -0.357 -0.18
C 0.854 0.162 -1.206 0.26
N 1.845 0.465 -1.716 -0.35
C -1.501 0.864 -0.840 -0.05
O -2.809 0.353 -0.711 -0.70
H 2.580 -0.689 1.132 0.20
H 1.489 -1.044 2.468 0.21
H 1.351 -1.935 0.948 0.20
H 0.831 0.957 1.130 0.37
H -0.719 -1.106 -0.489 0.25
H -1.401 1.009 -1.930 0.20
H -1.413 1.858 -0.392 0.18
H -3.110 0.423 0.201 0.47
```

Properties
structure (SMILES) = CN[C@H](C#N)CO
largest force on an atom = 0.0349 Eh/bohr
ΔE to the lowest compared entry with this formula, charge and spin = 2.812 eV
HOMO = -0.3399 Eh
orbital gap = 9.994 eV
total energy = -9303.5816 eV
LUMO = 0.02735 Eh

No. 3
Molecular formula: C18H9Cl4N2O3RuS2
Method: DFT, ωB97M-V/def2-TZVPD

XYZ file:
```
39
Properties=species:S:1:pos:R:3:nbo_charge:R:1
Ru 0.610 -0.964 0.222 0.87
Cl 7.258 0.205 1.153 0.00
C 5.749 -0.277 0.450 -0.11
C 5.719 -1.197 -0.582 -0.11
Cl 7.191 -1.879 -1.192 0.00
C 4.487 -1.588 -1.126 -0.16
Cl 4.413 -2.720 -2.438 0.00
C 3.286 -1.089 -0.637 0.32
O 2.114 -1.426 -1.119 -0.70
C 3.316 -0.114 0.406 0.25
O 2.177 0.387 0.813 -0.73
C 4.547 0.261 0.932 -0.13
Cl 4.549 1.438 2.209 -0.02
S -0.917 -2.950 -0.568 -0.12
C -1.753 -1.587 -1.109 -0.08
N -1.195 -0.407 -1.050 -0.56
C -2.028 0.611 -1.457 0.21
C -1.702 1.964 -1.492 -0.24
C -2.661 2.870 -1.907 -0.22
C -3.936 2.446 -2.287 -0.24
C -4.268 1.100 -2.265 -0.21
C -3.307 0.189 -1.851 -0.25
S -3.417 -1.545 -1.696 0.36
H -0.709 2.273 -1.190 0.24
H -2.419 3.925 -1.946 0.21
H -4.674 3.173 -2.603 0.21
H -5.252 0.764 -2.565 0.21
O 0.869 -1.603 2.458 -0.55
N -0.259 -0.974 2.171 -0.01
C -0.271 0.396 2.055 -0.01
C -1.487 1.065 1.885 -0.23
C -2.668 0.369 1.867 -0.18
C -2.641 -1.023 2.062 -0.27
C -1.451 -1.663 2.227 0.04
H 0.691 0.869 2.204 0.30
H -1.470 2.141 1.787 0.23
H -3.605 0.885 1.709 0.22
H -3.551 -1.605 2.086 0.23
H -1.334 -2.723 2.382 0.25
```

Properties
largest force on an atom = 0.0227 Eh/bohr
ΔE to the lowest compared entry with this formula, charge and spin = 0.721 eV
HOMO (spin up / spin down) = -0.1415 / -0.1415 Eh
charge = -1
orbital gap (spin up / spin down) = 5.931 / 5.933 eV
total energy = -102277.4644 eV
LUMO (spin up / spin down) = 0.07651 / 0.07657 Eh

No. 4
Molecular formula: C5H8O3
Method: DFT, ωB97M-V/def2-TZVPD

XYZ file:
```
16
Properties=species:S:1:pos:R:3:nbo_charge:R:1
C 1.707 2.196 -0.489 -0.35
C 1.501 0.942 -0.829 -0.29
C 0.094 0.854 -1.391 0.42
O -0.940 0.854 -0.755 -0.55
H 2.582 2.656 -0.069 0.21
H 0.682 2.752 -0.635 0.20
H 2.219 0.197 -1.114 0.24
H 0.139 0.396 -2.397 0.12
C -1.498 -0.980 1.787 -0.26
O -0.254 -1.296 1.176 -0.50
C -0.265 -1.818 -0.040 0.66
O 0.725 -1.990 -0.689 -0.59
H -2.280 -1.682 1.486 0.18
H -1.790 0.033 1.503 0.21
H -1.344 -1.030 2.862 0.20
H -1.278 -2.085 -0.406 0.10
```

Properties
structure (SMILES) = C=CC=O.COC=O
largest force on an atom = 0.0762 Eh/bohr
ΔE to the lowest compared entry with this formula, charge and spin = 2.838 eV
HOMO = -0.3659 Eh
orbital gap = 10.738 eV
total energy = -11454.6816 eV
LUMO = 0.02867 Eh

No. 5
Molecular formula: C2H9NO4
Method: DFT, ωB97M-V/def2-TZVPD

XYZ file:
```
16
Properties=species:S:1:pos:R:3:nbo_charge:R:1
N 1.607 1.036 -1.077 -0.83
C 0.549 0.219 -1.669 -0.33
C -0.531 -0.045 -0.650 0.79
O -0.418 0.327 0.497 -0.63
O -1.621 -0.632 -1.077 -0.68
H 1.240 1.950 -0.844 0.37
H 2.389 1.043 -1.717 0.37
H 0.090 0.499 -2.617 0.20
H 0.974 -0.796 -1.848 0.22
H -2.261 -0.732 -0.342 0.53
O 2.725 -0.410 1.574 -0.94
H 2.995 0.200 0.880 0.48
H 3.448 -0.367 2.206 0.46
O -2.621 -0.393 1.732 -1.00
H -1.741 0.035 1.626 0.50
H -2.597 -0.912 2.543 0.47
```

Properties
structure (SMILES) = NCC(=O)O.O.O
largest force on an atom = 0.0344 Eh/bohr
ΔE to the lowest compared entry with this formula, charge and spin = 0.350 eV
HOMO = -0.3684 Eh
orbital gap = 10.774 eV
total energy = -11900.4795 eV
LUMO = 0.02753 Eh

No. 6
Molecular formula: C14H24ClI2OP2Sm
Method: DFT, ωB97M-V/def2-TZVPD

XYZ file:
```
45
Properties=species:S:1:pos:R:3:lowdin_charge:R:1
I -0.239 -1.313 -5.847 0.26
I -0.271 1.249 -4.578 0.26
Sm -0.358 0.968 -0.179 1.16
P -2.771 -0.179 -1.021 0.71
C -3.283 -0.356 -2.748 -0.26
C -3.525 -1.635 -0.257 -0.21
H -4.617 -1.524 -0.272 0.07
H -4.790 1.006 -0.531 0.07
H -3.176 -1.739 0.775 0.04
H -3.451 1.493 0.558 -0.05
H -2.890 -1.288 -3.179 0.05
H -3.227 -2.537 -0.811 0.07
C -3.726 1.267 -0.486 -0.28
H -4.383 -0.330 -2.809 0.08
H -3.496 2.147 -1.104 0.07
H -2.838 0.435 -3.372 -0.02
P 2.133 -0.101 -0.966 0.73
C 2.689 -0.204 -2.700 -0.27
C 3.208 1.227 -0.237 -0.24
H 2.525 -1.958 0.597 0.03
H 4.011 -1.489 -0.311 0.08
H 2.688 -2.443 -1.118 0.07
C 2.919 -1.653 -0.382 -0.22
H 2.956 1.347 0.837 0.03
H 4.265 0.903 -0.354 0.07
H 3.792 -0.169 -2.749 0.08
H 2.232 0.598 -3.303 -0.04
H 3.007 2.178 -0.775 0.06
H 2.305 -1.139 -3.137 0.04
C -0.313 -0.870 -1.672 -0.38
O -0.268 -1.787 -2.403 0.02
Cl -1.891 1.585 2.181 0.76
C -0.421 1.080 2.988 -0.59
C -0.080 1.826 4.108 -0.08
C 1.214 1.676 4.632 -0.03
C 2.131 0.792 4.045 -0.04
C 1.718 -0.061 3.030 -0.03
C 0.421 0.062 2.454 -0.36
C -0.114 -0.813 1.369 -0.29
H -0.782 2.510 4.616 0.13
H 1.541 2.247 5.503 0.13
H 3.156 0.681 4.415 0.13
H 2.395 -0.774 2.551 0.11
H 0.623 -1.527 0.994 0.02
H -1.022 -1.389 1.648 0.07
```

Properties
largest force on an atom = 0.1087 Eh/bohr
ΔE to the lowest compared entry with this formula, charge and spin = 1.092 eV
HOMO (spin up / spin down) = -0.5274 / -0.5243 Eh
charge = +2
orbital gap (spin up / spin down) = 6.419 / 6.340 eV
total energy = -82144.6023 eV
LUMO (spin up / spin down) = -0.29153 / -0.29136 Eh
2S+1 = 6